DFT (wB97M-V/def2-TZVPD) results for a cluster of 2 separate species, C2H5BrN3 in total.

Values from the calculation:
energy above the lowest of the compared OMol25 structures with the same formula, charge and spin = 61.02 kcal/mol
spin multiplicity = 1
HOMO level = -14.6 eV
frontier orbital gap = 7.522 eV
total charge = +1
E_tot = -2817.12689 hartree
lowest unoccupied orbital energy = -7.036 eV

```
11
C2H5BrN3 wB97M-V/def2-TZVPD
C 0.208 -0.387 0.560
C 1.714 0.585 -0.629
N 0.874 -1.256 -0.355
N 1.688 -0.613 -1.079
N 0.855 0.858 0.325
Br -3.324 -0.203 -0.072
H -0.819 -0.314 0.309
H 0.296 -0.896 1.587
H 2.479 1.364 -0.983
H -4.598 -0.853 -0.322
H 0.626 1.713 0.660
```